This record from OMol25 describes 2 unconnected molecules or ions with the total composition C5H10N2O. The level of theory is ωB97M-V/def2-TZVPD.

Properties
SMILES: CCC#N.CNC=O
Energy relative to the best compared isomer or geometry (same formula, charge and spin) (eV): 2.092
2S+1: 1
Orbital gap (Eh): 0.3749
E (eV): -10373.2129

```
18
Properties=species:S:1:pos:R:3:forces:R:3
C -1.688968 0.402289 -0.499065 1.3 1.0 0.1
C -2.604174 0.822580 0.640686 -0.1 0.2 0.4
C 0.673223 -1.545560 -0.317303 1.7 0.4 2.3
O -0.031857 -2.362988 0.243799 0.0 0.8 -0.9
H 0.824267 -1.442882 -1.401445 -0.1 -0.2 -0.1
H -2.024285 0.847122 -1.439477 0.3 0.3 0.2
H -1.822355 -0.667926 -0.680496 1.0 0.1 0.3
H -3.644071 0.882430 0.303409 0.2 -0.2 -0.1
H -2.348286 1.815050 1.026630 0.0 -0.2 -0.1
H -2.565551 0.092874 1.456726 0.1 0.2 -0.1
C 2.814748 -0.262067 0.014590 -0.6 0.8 -0.5
N 1.457347 -0.601638 0.415971 -1.0 -2.3 -0.3
C -0.202528 1.058446 -0.304711 -2.5 1.0 -1.9
N 0.483549 1.969618 -0.558566 -0.6 -1.4 0.7
H 1.233050 -0.607001 1.406685 0.3 -0.2 -0.3
H 2.749732 0.592465 -0.661467 0.2 0.1 -0.1
H 3.305858 -1.077741 -0.519226 0.1 0.0 0.3
H 3.390300 0.084929 0.873259 0.0 -0.4 0.0
```
Positions in Å, forces in eV/Å.